1.
This record from the OMol25 dataset describes a molecular structure, C6H12BaOP in a non-equilibrium geometry. The level of theory is ωB97M-V with the def2-TZVPD basis set.

Results
LUMO energy, Ha: 0.0864
HOMO, eV: -0.9
Charge: -1

The geometry in XYZ format:
```
21
Properties=species:S:1:pos:R:3:forces:R:3
C 0.92570 -2.31435 -2.10603 -0.41 0.61 0.52
H 0.45654 1.02630 -1.80435 -0.09 -0.47 -0.14
H 2.35376 -0.83818 -1.16308 -0.40 -0.17 -0.27
C 0.36046 -0.05889 -1.95601 0.90 -0.98 0.55
O 0.01409 -0.50472 2.18083 -1.00 -1.14 0.59
H 1.46920 -3.25771 -2.03172 -0.18 0.27 0.01
P -0.47982 3.05134 0.37656 -1.06 1.85 -0.26
H -0.97739 -2.91113 -3.12119 0.13 0.19 0.07
H -0.43481 -1.26330 4.06842 0.04 0.12 0.01
C -0.36303 -2.13164 -2.67314 0.43 0.76 0.03
C -0.38608 -0.29429 3.56202 -0.37 -0.49 -0.01
C 1.36894 -1.05788 -1.59999 -0.69 0.68 -0.59
C -0.69046 -0.74038 -2.60727 0.11 -0.53 0.15
H -0.34755 -1.31784 1.78060 0.08 0.45 0.34
H -1.36155 0.20602 3.58616 0.24 -0.06 0.04
H -1.04092 3.52945 -0.85840 0.07 -0.10 0.16
H 0.36604 0.33601 4.06739 -0.29 -0.22 -0.33
H 0.37902 4.20776 0.61743 -0.63 -0.65 -0.11
H -1.56409 3.48443 1.22986 0.61 -0.16 -0.40
Ba 1.55346 1.13733 1.45689 2.25 0.16 -0.50
H -1.60151 -0.28832 -3.00498 0.26 -0.12 0.14
```
Forces are in eV/Å.



2.
This record from the OMol25 dataset describes a molecular structure, C18H17AuFNO3S2 in a non-equilibrium geometry. The level of theory is ωB97M-V with the def2-TZVPD basis set.

Results
LUMO energy (spin up / spin down), Ha: -0.0042 / -0.0687
Spin multiplicity: 3
HOMO (spin up / spin down), eV: -7.2 / -8.6
Charge: 0

The geometry in XYZ format:
```
43
Properties=species:S:1:pos:R:3:forces:R:3
H -2.21951 -3.86465 -2.17863 0.05 0.04 -0.13
H -1.73671 -4.87575 -0.81333 0.07 -0.10 -0.03
C -1.53741 0.15865 0.28997 -0.31 -0.07 -0.02
C -2.50401 -0.85535 0.15077 0.04 0.99 0.20
H -4.21661 -2.20005 -1.80293 0.02 -0.03 -0.08
H 5.88849 5.24765 0.22637 0.08 0.05 0.00
C -3.86441 -0.52845 0.31837 -0.11 0.02 0.03
F -3.64461 2.98995 1.11627 -0.01 0.01 -0.02
C -4.90651 -1.59205 0.14257 0.00 -0.12 -0.15
C 0.22719 -1.48285 -0.03223 0.47 0.01 0.08
S 5.29949 0.90585 0.26547 -0.41 0.56 -0.03
O 0.66509 0.87015 0.12847 0.13 0.10 0.08
H -0.46231 -3.42495 -0.30033 -0.05 0.05 -0.03
H -5.12991 -2.05005 1.11177 -0.05 -0.03 -0.05
C 5.55699 2.59845 0.24177 0.28 -1.23 0.02
O 2.65499 -1.36135 0.15637 0.57 0.68 0.13
H 7.24709 3.59715 1.10467 0.06 0.05 0.01
C -0.78021 -2.40175 -0.15853 0.21 0.04 -0.02
O 1.70379 -3.28925 -0.28983 -0.04 -0.38 -0.05
H 4.36689 5.47415 1.10157 0.03 0.10 0.03
C -1.92521 1.46605 0.60937 -0.39 0.05 0.04
H -5.83001 -1.14945 -0.23433 0.01 -0.01 0.07
H 4.36639 5.45625 -0.65233 0.03 0.09 -0.03
H -3.24791 -3.66385 0.69147 -0.02 0.04 -0.09
C -3.06751 -3.22385 -0.29883 -0.46 -0.48 -0.19
S 2.88369 3.17205 0.26827 0.55 -0.40 -0.03
C -2.55361 -4.30575 -1.24323 0.01 0.11 0.23
C 4.55269 3.54245 0.24417 -1.25 0.22 0.02
N -2.09181 -2.13905 -0.12993 0.29 -0.14 -0.05
Au 2.86699 0.76575 0.21227 0.38 0.38 -0.01
H -3.36081 -5.00015 -1.45583 -0.10 -0.06 -0.01
C -4.38251 -2.64795 -0.82103 0.02 0.05 0.34
C -0.11051 -0.11185 0.12187 -0.31 -0.33 -0.04
H -5.26741 1.01215 0.77087 -0.16 0.07 0.01
C 7.00059 3.00535 0.22307 0.05 -0.07 0.01
C -3.25481 1.74625 0.78927 0.30 -0.29 -0.09
C -4.22791 0.76145 0.63567 0.31 0.00 -0.02
H 7.61949 2.11335 0.21707 0.15 0.05 0.00
H -1.16551 2.22175 0.71477 0.06 0.12 0.01
H -5.10691 -3.45475 -0.93503 0.08 -0.03 -0.01
H 7.22439 3.59395 -0.66663 0.06 0.05 -0.01
C 4.82969 5.01505 0.22917 0.02 0.04 0.00
C 1.64089 -2.09065 -0.06853 -0.67 -0.17 -0.15
```
Forces are in eV/Å.



3.
This record from the OMol25 dataset describes 15 unconnected molecules or ions with the total composition C45H105N15O15 in a non-equilibrium geometry. The level of theory is ωB97M-V with the def2-TZVPD basis set.

Results
LUMO energy, Ha: -0.0044
HOMO, eV: -8.4
Charge: 0

The geometry in XYZ format:
```
180
Properties=species:S:1:pos:R:3:forces:R:3
C 4.06214 1.75624 6.90692 1.17 -0.56 -0.53
C -1.84904 -2.03760 -2.69654 -0.04 0.29 0.31
H -5.07498 0.58831 -3.25877 0.35 0.25 0.07
H -5.11886 0.76263 0.31809 0.12 -0.16 0.10
H -2.89116 -4.21365 1.87154 0.07 -0.21 0.03
H -7.28070 2.85371 0.00765 0.22 0.03 -0.21
H 4.14645 3.11745 1.29213 -0.30 0.21 -0.02
H 5.35379 2.71668 -5.26761 0.46 0.73 -0.13
C 1.80577 -1.97539 -6.97359 -0.12 0.32 -0.82
N 2.61071 -2.74151 -4.80657 -0.37 0.21 0.68
H 6.83094 -0.34585 1.90864 0.37 -0.05 -0.02
O 4.24221 5.27915 0.68126 -0.17 0.09 -0.79
N 2.43181 -3.14665 1.08326 -0.47 -0.90 -1.17
H 2.48185 -1.83714 -7.81998 0.21 0.06 0.19
H 2.94020 1.18647 -5.16084 0.11 0.22 -0.43
H -7.22578 4.23759 1.06786 0.27 0.12 0.24
C 1.30051 2.01010 -4.19108 1.23 -2.08 2.40
H -0.96156 3.36605 -5.05056 -0.16 -0.33 1.03
C -7.18412 -5.32126 3.17198 1.00 -0.03 1.61
C -5.63874 -1.11497 2.60391 -0.12 -0.22 -0.35
H 1.51951 -0.86000 -0.99272 -0.16 0.02 -0.03
H -2.28537 -3.83036 -0.51120 -0.29 0.75 0.54
H -4.13582 -0.44169 -0.56604 -0.26 -0.17 0.24
C 3.70087 2.54713 2.10349 1.07 0.11 0.00
C 4.57205 0.57699 -1.39979 0.37 0.53 -0.23
H -2.39691 4.12794 0.68282 -0.23 0.17 0.21
H 4.92168 1.46596 6.28852 -0.14 -0.25 0.08
O -4.99841 -5.41093 1.22290 -0.24 0.42 0.46
N 2.62111 2.06918 -4.77307 -0.22 0.06 -0.61
C 3.59421 -2.66468 0.61403 1.45 0.83 0.02
C -3.04061 -3.57191 -1.25311 0.28 -2.06 -1.30
N -5.90199 0.24830 -2.81084 -0.51 -0.57 -0.34
H 1.58777 -0.81254 4.26207 -0.09 -0.66 0.16
H -3.80737 -2.83848 -1.04589 0.36 0.32 0.40
C 4.52783 -1.98643 1.58190 -0.91 -0.08 1.03
H 2.44030 3.40584 -0.47029 -0.01 -0.07 -0.14
C 5.72747 1.55445 -1.48360 0.81 0.87 0.16
H -5.52926 -4.17300 4.00625 -0.64 -0.18 0.44
C 4.06281 5.68941 -0.46832 -0.12 0.38 1.78
N 2.70544 0.13721 5.64495 0.20 -0.07 0.03
N -1.74704 2.85770 -5.40939 -0.07 0.59 -1.74
O 3.17219 4.04331 -3.88173 0.45 0.24 -0.33
H -1.09954 1.62460 -3.25274 -0.03 -0.19 0.25
C -1.48626 -0.51972 2.06633 -1.48 0.28 -1.11
H -7.15903 -6.22209 3.79172 -0.37 0.02 0.06
H -3.55965 -4.52010 -1.42021 -0.17 0.12 0.10
C -5.26150 3.61120 0.24095 -1.03 0.26 -1.32
N 3.00396 5.30125 -1.22231 0.58 0.25 -0.64
H -4.99135 -1.54136 4.49467 0.44 0.37 0.54
H 4.64285 4.31176 -5.92879 0.64 -0.07 0.12
H -7.87094 0.74253 -3.22446 0.21 0.19 -0.05
H -0.13108 -2.28371 -3.90335 -0.15 -0.20 -0.19
H 1.20248 4.26288 -1.42225 0.05 0.09 -0.08
H 3.93823 0.64656 -2.28721 0.00 -0.07 -0.02
H -1.78691 -1.55761 2.23295 0.69 -0.05 0.67
H 7.88812 1.07593 1.99982 0.06 -0.01 0.03
C -0.18414 -0.41035 1.30705 0.02 -1.09 0.50
H -3.69321 1.38959 5.86209 0.10 0.31 -0.39
C -1.63350 2.79382 -6.86665 0.87 -0.52 0.10
N -2.35670 -3.28033 -2.51835 0.18 1.66 0.15
H -2.37033 -0.19841 1.49552 0.42 0.34 -0.35
H 0.55085 1.51289 -4.80251 -0.13 1.00 -0.64
C -1.09814 -1.76975 -3.97837 0.86 0.33 -0.01
O -4.04027 1.10538 3.09543 -0.02 0.05 0.26
H 4.77770 7.69790 -0.35430 -0.15 0.00 0.02
H -3.48897 -0.36085 6.02448 -1.16 0.08 -0.12
H 1.38513 1.23923 -3.39556 -0.08 0.12 -0.06
H 0.73406 -2.92134 -0.08189 -0.20 -0.22 0.04
H -6.35790 -1.87256 2.91110 -0.10 0.01 -0.18
H 0.95367 -4.52925 0.66222 -0.11 -0.04 -0.23
C 2.01345 4.38463 -0.70925 0.27 -0.32 0.35
H 1.17479 -1.31874 5.98008 -0.02 -0.06 0.00
H -2.72511 0.89628 -2.91197 0.18 -0.40 -0.20
H 3.27675 0.42363 4.84448 -0.02 -0.17 0.44
O 2.10260 0.75764 7.76615 0.50 -0.75 -0.83
H -6.50717 2.62731 1.56739 -0.76 0.26 0.33
H -0.36111 -6.95277 7.14080 0.25 0.47 -0.02
H 2.72605 2.17209 1.80387 0.00 -0.29 0.24
H 5.46400 -2.53763 1.60728 0.08 0.08 -0.10
H -1.76994 -5.84964 7.07930 -0.12 -0.18 0.13
H -1.04577 3.64395 -7.21027 -0.54 0.34 -0.06
C 3.41821 3.15851 -4.70305 -1.45 -0.26 -0.56
H 6.01871 2.26648 1.32689 0.32 -0.21 -0.36
N -4.26973 3.17578 1.03871 0.52 0.21 0.41
H 0.42085 -4.62090 3.33026 -0.12 -0.03 -0.06
H 3.86056 2.77052 6.55798 -0.70 -0.14 0.07
H 4.37546 2.71598 -6.67203 -0.61 -0.01 0.08
H -2.46869 2.56806 -2.63043 0.19 0.15 -0.12
H -1.53121 0.13567 2.93134 0.44 -0.43 0.35
C 1.45164 -0.51829 5.30406 0.36 0.96 -0.83
N -5.83129 -4.75819 3.24830 0.19 0.18 -0.96
O -6.99258 -0.37799 -0.94142 -0.29 0.04 0.13
H 5.95468 4.68653 -2.20548 -0.10 -0.02 -0.20
H -3.05862 -4.87569 3.52342 -0.15 -0.28 -0.13
H 0.65936 0.23329 5.20319 -0.22 -0.13 0.57
C 1.46244 -3.71278 0.14785 -0.84 0.64 0.51
H 1.65782 0.75731 -0.29529 -0.15 -0.14 0.22
C 3.10816 -2.57241 -3.45087 -0.23 0.42 0.42
H 4.68973 -0.94840 1.30635 0.12 -0.04 -0.30
N -4.80556 -0.86722 3.77579 -0.60 -0.60 -0.26
H -1.02392 -3.54141 3.43578 -0.05 -0.64 -0.31
H 0.37174 -2.97373 4.01352 0.49 -0.35 0.98
H 4.09509 -1.96134 2.58692 0.21 -0.01 0.00
H 4.95348 -0.43323 -1.28374 -0.18 -0.07 0.25
H 5.96716 6.53380 -0.92527 0.03 0.09 -0.02
H -0.68215 -6.34605 4.42237 0.19 -0.42 0.20
H 3.18407 5.31619 -2.22085 -0.47 -0.01 0.07
H 6.96619 0.48548 3.42945 -0.13 0.40 0.09
H 1.04702 -1.20363 -7.11666 -0.02 0.01 0.21
H 4.61575 2.68354 -2.76685 -0.03 0.28 0.05
C -5.99836 0.07965 -1.47513 0.96 0.31 -0.17
C 4.51723 3.25072 -5.73591 0.23 -0.50 0.74
N 5.84886 1.45326 1.89001 -0.18 0.33 0.97
H 1.82411 -4.04531 -0.81803 0.74 -0.09 0.28
H -7.60806 -0.84179 -3.68111 0.88 -0.46 0.13
O -5.09425 4.08373 -0.88664 0.49 -0.23 0.80
C -4.77149 0.44514 -0.66079 0.35 -0.41 0.31
C -2.60080 2.06967 -4.72648 0.19 -0.99 1.01
C -0.67835 -4.53596 5.23867 0.95 1.21 0.07
H 3.62222 3.20678 2.96838 -0.39 0.16 -0.15
H 7.23795 3.63885 -1.67846 0.10 -0.36 -0.05
H -7.51955 -5.65396 2.20015 0.25 0.66 -0.39
H -1.70719 -7.45318 6.21566 -0.41 0.25 0.11
C -2.17927 1.74608 -3.29478 -0.53 1.15 -0.07
C -4.88125 -4.83391 2.29873 0.77 -0.99 -0.48
H 1.08946 2.86649 -3.55817 -0.45 0.53 -0.84
H -6.18906 -0.25838 2.22118 0.09 0.29 0.40
O -1.02064 -3.79018 6.13333 -0.36 -0.12 0.58
H -2.03468 -3.96471 -3.17672 -0.39 -0.44 0.11
H -2.82214 2.87162 -0.39513 0.20 -0.41 0.06
C -2.88188 3.14703 0.65809 0.22 0.86 -0.76
H 4.40912 1.82700 7.93414 -0.18 -0.06 0.09
H 2.19483 -3.63499 -4.99564 -0.19 0.09 -0.37
H 1.98368 -2.78440 1.90865 0.51 0.36 0.18
C -3.53564 -4.27895 2.74528 0.16 0.75 -0.27
C -6.67710 3.35131 0.76483 0.88 -0.75 0.23
H 2.32674 -2.49169 -2.68507 -0.31 -0.82 -0.28
H -4.44937 2.75057 1.92836 -0.41 -0.15 0.16
O 3.98318 -2.77318 -0.54506 -0.72 -0.40 -0.34
C -7.07260 0.11019 -3.63914 -1.54 0.75 0.05
H -0.97270 1.95155 -7.11712 -0.29 -0.20 -0.08
C -1.16517 -6.55509 6.51860 -0.08 -0.69 -0.47
H 3.53248 -1.58545 -3.28726 0.77 -0.23 -0.65
H 3.78354 -3.39326 -3.24623 0.20 0.22 0.48
H -2.30002 2.50755 1.31349 -0.22 -0.36 -0.07
O -3.57527 1.52873 -5.22916 0.19 0.19 -0.17
H 1.32846 -2.93985 -7.14174 0.07 -0.13 0.53
H -0.82138 -0.71784 -4.02637 -0.24 0.09 0.18
C -3.45276 0.48625 5.32016 1.22 -2.04 0.70
H -4.05772 1.18714 -1.01413 -0.53 0.28 -0.53
H -3.58327 -3.26225 3.15282 -0.26 -0.04 0.00
H -2.56566 2.65471 -7.39735 -0.20 0.29 0.16
O 3.10262 -0.66117 -5.45614 -0.27 0.53 -0.07
H 4.64395 7.05032 -2.02033 0.22 0.25 0.02
H -5.10874 -1.50472 1.73264 0.33 -0.04 0.17
O -1.93726 -1.16152 -1.82714 -0.42 -0.71 -0.75
H -7.78360 -4.56368 3.67087 -0.73 -0.31 -0.39
H 3.98094 0.91460 -0.54461 0.00 -0.39 0.13
C 6.95938 0.64280 2.35304 -0.22 -0.58 -0.58
H -1.07970 -0.29936 -0.57757 -0.08 0.16 0.54
C -4.12173 0.27197 3.99550 -0.32 0.67 -0.38
C 6.44401 3.73485 -2.40927 -0.45 0.08 -0.32
H 0.60700 0.56110 -1.68073 0.44 -0.34 -0.15
N -0.25896 -0.11614 -0.00671 1.02 0.21 0.29
H -1.57581 -2.00477 -4.92762 -0.26 -0.37 0.23
O 6.76563 1.45871 -0.82022 -0.99 -0.21 -0.68
H 6.83525 3.73449 -3.42809 0.29 0.26 0.12
O 0.87953 -0.67250 1.88207 -0.33 0.55 -0.43
C 2.53847 -1.72293 -5.67991 0.23 -0.69 -0.29
H 1.61767 4.77183 0.22928 -0.05 0.08 -0.05
C -0.14266 -3.93526 3.96259 -0.78 0.42 -1.12
C 4.92146 6.82800 -0.98864 -0.16 -0.74 -0.63
C 4.68787 1.49051 2.56475 -1.07 0.34 -0.08
H -2.37755 0.31228 5.16493 0.07 1.19 -0.37
O 4.41312 0.76847 3.51512 0.50 -0.55 0.00
H -6.90079 0.47279 -4.64763 0.35 -0.11 -0.02
N -0.70446 -5.88682 5.31600 0.08 0.17 -0.16
N 5.49998 2.64163 -2.29352 0.25 -0.90 0.82
C 2.89858 0.76876 6.81668 -1.05 1.85 0.89
C 0.96715 0.06156 -0.77637 -0.55 0.47 -0.15
```
Forces are in eV/Å.



4.
This record from the OMol25 dataset describes 2 unconnected molecules or ions with the total composition C2H8O2 in a non-equilibrium geometry. The level of theory is ωB97M-V with the def2-TZVPD basis set.

Results
LUMO energy, Ha: 0.0244
SMILES: CO.CO
HOMO, eV: -10.4
Charge: 0

The geometry in XYZ format:
```
12
Properties=species:S:1:pos:R:3:forces:R:3
H -2.74707 0.51279 0.19708 -0.41 0.26 -0.62
O -1.11938 -0.22992 -0.80706 1.01 0.67 -1.44
H -2.85275 -1.21929 -0.24769 0.00 1.62 -0.90
H 2.39719 0.56087 1.75757 -0.43 0.52 -0.57
O 2.65317 -0.52038 0.05872 -0.10 -0.30 -0.54
H -2.92709 0.04857 -1.62975 -0.07 0.09 0.88
C 2.09950 0.62492 0.68521 0.14 -0.05 0.61
H -0.54375 -0.60510 -0.14265 -0.80 -0.18 0.58
H 1.00416 0.72676 0.58488 0.41 -0.20 0.07
H 2.01614 -1.23816 -0.03146 0.06 0.31 0.12
H 2.53503 1.51178 0.20365 -0.02 -0.26 0.30
C -2.51516 -0.17285 -0.62851 0.22 -2.47 1.51
```
Forces are in eV/Å.



Per-record energy above the lowest of the compared OMol25 structures with the same formula, charge and spin, kcal/mol: 18.3; 2.3; 77.2; 26.6